{
  "formula": "C31H84BO23",
  "method": "wB97M-V/def2-TZVPD",
  "species": ["O", "C", "O", "B", "O", "C", "O", "O", "C", "O", "C", "O", "O", "C", "O", "H", "H", "H", "H", "C", "O", "H", "H", "H", "H", "C", "O", "H", "H", "H", "H", "C", "O", "H", "H", "H", "H", "C", "O", "H", "H", "H", "H", "C", "O", "H", "H", "H", "H", "C", "O", "H", "H", "H", "H", "C", "O", "H", "H", "H", "H", "C", "O", "H", "H", "H", "H", "C", "C", "C", "O", "H", "H", "H", "H", "H", "H", "H", "H", "C", "C", "C", "O", "H", "H", "H", "H", "H", "H", "H", "H", "C", "C", "C", "O", "H", "H", "H", "H", "H", "H", "H", "H", "C", "C", "C", "O", "H", "H", "H", "H", "H", "H", "H", "H", "C", "C", "C", "O", "H", "H", "H", "H", "H", "H", "H", "H", "C", "C", "C", "O", "H", "H", "H", "H", "H", "H", "H", "H"],
  "positions_angstrom": [[1.83916, -18.26686, 8.75934], [2.93226, -17.86300, 9.09549], [4.11812, -18.36987, 8.76382], [5.20550, -17.64739, 9.45398], [4.53212, -16.59746, 10.22615], [3.21107, -16.69065, 10.06559], [2.37193, -16.00719, 10.61982], [6.23092, -17.18674, 8.45621], [7.25253, -18.00128, 8.57536], [8.23713, -18.04095, 7.80186], [7.11704, -18.86090, 9.79578], [5.90477, -18.59157, 10.32846], [7.94023, -19.67087, 10.25138], [7.68191, -15.58248, 12.23000], [7.64264, -14.17575, 12.32466], [8.61626, -15.81617, 11.71963], [7.51058, -16.11864, 13.16342], [6.91050, -15.97950, 11.57015], [8.52637, -13.80547, 12.38393], [6.90541, -19.36912, 13.56960], [6.31285, -18.65812, 14.58635], [6.23090, -20.02976, 13.02491], [7.32778, -18.63898, 12.87923], [7.79148, -19.88204, 13.94360], [5.42367, -18.45847, 14.28451], [5.41694, -17.62593, 5.27466], [5.14594, -18.60266, 4.32926], [5.30991, -16.69287, 4.72145], [4.68989, -17.67341, 6.08537], [6.41738, -17.66757, 5.70535], [5.76992, -18.53743, 3.60263], [1.83862, -21.39580, 7.89329], [0.56871, -22.04716, 7.61873], [2.67659, -22.01017, 7.56397], [1.89198, -20.38607, 7.48621], [1.91742, -21.36308, 8.97995], [0.40850, -22.62337, 8.36967], [10.75696, -19.24883, 11.77801], [11.78442, -19.23639, 12.79575], [10.56638, -18.24585, 11.39616], [11.07680, -19.93747, 10.99597], [9.87705, -19.60996, 12.31040], [11.79220, -20.09022, 13.23451], [4.33344, -14.24992, 13.02404], [5.29934, -13.23988, 13.39837], [4.56186, -15.23676, 13.42662], [3.35873, -14.15318, 13.50224], [4.19184, -14.20638, 11.94415], [6.11787, -13.63398, 13.08805], [3.95894, -21.30501, 11.14674], [4.43355, -22.49204, 10.49124], [4.43088, -21.09191, 12.10589], [4.25640, -20.54382, 10.42549], [2.87247, -21.29172, 11.23345], [5.38807, -22.38962, 10.49010], [6.26402, -13.80645, 9.10581], [6.37297, -12.67594, 8.27691], [6.14782, -14.73813, 8.55211], [7.18874, -14.01428, 9.64415], [5.46391, -13.68247, 9.83557], [5.55962, -12.65774, 7.76728], [-0.22926, -13.69695, 10.86288], [0.88229, -13.86272, 11.76018], [-1.14831, -14.08436, 11.30259], [-0.41151, -12.63442, 10.70193], [-0.09212, -14.13932, 9.87616], [1.44309, -14.56907, 11.43127], [9.05205, -20.10358, 4.90175], [10.27453, -20.19640, 5.85450], [9.93793, -20.92633, 7.15837], [11.32687, -20.86029, 5.19685], [8.25283, -19.44566, 5.24307], [8.65062, -21.10177, 4.72686], [9.32606, -19.67837, 3.93624], [10.54484, -19.17014, 6.10314], [8.98062, -20.71267, 7.63378], [10.68696, -20.62414, 7.89031], [10.01357, -22.00994, 7.06808], [12.11841, -20.84985, 5.73994], [-0.50155, -18.51267, 4.14166], [0.72847, -19.15704, 4.72990], [1.56881, -18.16711, 5.53283], [0.27778, -20.02204, 5.73383], [-1.07514, -17.96667, 4.89065], [-1.11543, -19.26857, 3.65191], [-0.28436, -17.80841, 3.33857], [1.33345, -19.64424, 3.96522], [0.89151, -17.57374, 6.14705], [2.21049, -17.44264, 5.03134], [2.27440, -18.66903, 6.19489], [-0.07883, -19.36881, 6.34023], [-3.27836, -18.46702, 8.66234], [-1.97960, -18.16364, 7.95053], [-1.11882, -17.21623, 8.79404], [-1.24843, -19.35983, 7.78420], [-2.97221, -18.71802, 9.67791], [-3.89353, -19.22396, 8.17581], [-3.88069, -17.56084, 8.72652], [-2.10911, -17.56224, 7.05074], [-0.24436, -16.86392, 8.24696], [-0.79303, -17.68345, 9.72338], [-1.65056, -16.30489, 9.06757], [-0.95598, -19.59349, 8.66821], [3.54543, -14.80382, 6.41464], [3.01329, -13.45530, 6.88748], [2.45613, -13.44306, 8.29012], [4.07456, -12.50676, 6.80006], [4.48766, -14.97057, 6.93665], [3.70735, -14.80595, 5.33673], [2.81379, -15.58472, 6.62200], [2.18229, -13.23889, 6.21614], [1.65076, -14.15969, 8.45110], [1.99446, -12.47123, 8.46476], [3.29645, -13.67958, 8.94283], [3.79130, -11.72163, 7.27433], [10.32413, -15.57184, 9.01092], [11.14393, -16.49858, 8.10141], [11.45421, -17.87746, 8.62155], [10.43172, -16.74871, 6.89060], [9.82511, -14.79078, 8.43730], [11.05100, -15.11787, 9.68447], [9.51337, -16.09318, 9.51980], [12.07457, -16.02201, 7.79336], [10.51424, -18.36897, 8.87253], [12.15211, -17.91806, 9.45784], [11.94155, -18.53975, 7.90603], [9.76019, -17.39681, 7.11559], [7.49654, -24.22229, 11.67592], [7.97939, -22.83169, 11.45492], [9.38613, -22.85992, 10.81872], [7.07594, -22.10483, 10.62991], [6.61693, -24.16500, 12.31708], [8.26923, -24.87005, 12.09000], [7.10371, -24.64878, 10.75294], [8.15752, -22.34769, 12.41519], [9.93544, -21.92520, 10.70624], [9.54032, -23.31145, 9.83870], [10.08736, -23.36044, 11.48645], [7.39188, -21.22591, 10.40790]],
  "mulliken_spin": [0.00, 0.00, 0.02, -0.07, -0.01, 0.00, 0.00, 0.04, 0.35, 0.18, 0.33, 0.02, 0.10, 0.00, 0.00, 0.00, 0.00, 0.02, 0.00, 0.01, 0.00, 0.00, -0.01, 0.00, 0.00, 0.00, 0.00, 0.00, 0.00, 0.00, 0.00, 0.00, 0.00, 0.00, 0.00, 0.00, 0.00, -0.01, 0.00, 0.00, 0.00, 0.00, 0.00, 0.00, 0.00, 0.00, 0.00, 0.00, 0.00, 0.00, 0.00, 0.00, 0.00, 0.00, 0.00, 0.00, 0.00, 0.00, 0.00, 0.00, 0.00, 0.00, 0.00, 0.00, 0.00, 0.00, 0.00, 0.01, 0.00, 0.00, 0.00, 0.00, 0.00, 0.00, 0.00, 0.00, 0.00, 0.00, 0.00, 0.00, 0.00, 0.00, 0.00, 0.00, 0.00, 0.00, 0.00, 0.00, 0.00, 0.00, 0.00, 0.00, 0.00, 0.00, 0.00, 0.00, 0.00, 0.00, 0.00, 0.00, 0.00, 0.00, 0.00, 0.00, 0.00, 0.00, 0.00, 0.00, 0.00, 0.00, 0.00, 0.00, 0.00, 0.00, 0.00, -0.03, 0.00, 0.00, 0.00, 0.00, 0.00, 0.04, 0.00, 0.00, 0.00, 0.00, 0.01, 0.00, 0.00, 0.00, 0.01, 0.00, 0.00, 0.00, 0.00, 0.00, 0.00, 0.00, 0.01],
  "gap_ev": [3.80, 7.66],
  "total_charge": -2,
  "spin_multiplicity": 2,
  "e_tot_ha": -2987.0038
}

=====

{
  "formula": "C31H84O11",
  "method": "wB97M-V/def2-TZVPD",
  "species": ["C", "C", "O", "H", "H", "H", "H", "H", "H", "C", "C", "O", "H", "H", "H", "H", "H", "H", "C", "C", "C", "O", "H", "H", "H", "H", "H", "H", "H", "H", "C", "C", "C", "O", "H", "H", "H", "H", "H", "H", "H", "H", "C", "C", "C", "O", "H", "H", "H", "H", "H", "H", "H", "H", "C", "C", "C", "O", "H", "H", "H", "H", "H", "H", "H", "H", "C", "C", "C", "O", "H", "H", "H", "H", "H", "H", "H", "H", "C", "C", "C", "O", "H", "H", "H", "H", "H", "H", "H", "H", "C", "C", "C", "O", "H", "H", "H", "H", "H", "H", "H", "H", "C", "C", "C", "O", "H", "H", "H", "H", "H", "H", "H", "H", "C", "C", "C", "O", "H", "H", "H", "H", "H", "H", "H", "H"],
  "positions_angstrom": [[0.53814, -2.24592, 7.15900], [0.90492, -1.06759, 6.24987], [0.50038, 0.20046, 6.87414], [-0.50487, -2.18491, 7.46965], [1.16487, -2.37659, 8.04117], [0.65468, -3.21792, 6.67969], [0.37050, -1.14588, 5.30310], [1.96220, -1.14427, 5.99615], [0.38370, 0.84411, 6.17150], [4.42641, 5.88895, 0.69714], [4.50211, 4.70856, -0.27574], [5.64597, 4.78882, -1.08143], [4.31150, 6.86280, 0.22121], [5.33710, 5.89755, 1.29604], [3.67555, 5.49154, 1.38007], [3.65725, 4.77829, -0.96091], [4.45422, 3.72469, 0.19095], [6.40947, 4.70070, -0.50618], [0.79269, -3.11584, -7.77119], [1.68270, -3.73060, -8.78502], [3.16570, -3.49172, -8.52020], [1.43560, -5.11819, -8.66949], [0.61521, -2.06997, -8.02169], [1.11033, -3.17823, -6.73037], [-0.21390, -3.52256, -7.86840], [1.39353, -3.43944, -9.79482], [3.33790, -3.90193, -7.52512], [3.31134, -2.41222, -8.55973], [3.84126, -3.96486, -9.23285], [2.26786, -5.54343, -8.88884], [4.82875, -0.29148, -3.65913], [5.38665, 0.78654, -4.64445], [4.45131, 1.90646, -5.11532], [6.39188, 1.45947, -3.95869], [3.89200, -0.72153, -4.01359], [4.59481, 0.14531, -2.68826], [5.49770, -1.09929, -3.36237], [5.82392, 0.32315, -5.52885], [5.03258, 2.72244, -5.54473], [3.89604, 2.29635, -4.26224], [3.78626, 1.50903, -5.88205], [6.07733, 2.32219, -3.67874], [0.41003, -1.50940, -0.08378], [0.12597, -0.12587, -0.74807], [-0.48751, -0.25277, -2.22431], [-0.74112, 0.70095, -0.00126], [0.94910, -1.40225, 0.85751], [1.04234, -2.16507, -0.68244], [-0.51008, -2.08954, -0.01352], [1.04667, 0.45390, -0.81337], [-0.87296, 0.68787, -2.61764], [-1.27118, -0.99675, -2.36732], [0.30576, -0.52080, -2.92215], [-1.55504, 0.78393, -0.50349], [-5.88599, 4.08269, 0.41347], [-5.91619, 2.50568, 0.35659], [-7.33678, 1.89139, 0.26580], [-5.18533, 2.23285, -0.77957], [-4.91742, 4.53838, 0.61918], [-6.56697, 4.35092, 1.22120], [-6.23053, 4.56637, -0.50055], [-5.37795, 2.12730, 1.22562], [-7.36350, 0.84387, -0.03433], [-7.95392, 2.38834, -0.48271], [-7.90293, 2.03175, 1.18660], [-5.78638, 2.34396, -1.51984], [-5.30261, -1.19297, 5.30281], [-5.65768, -2.48904, 4.68411], [-4.63654, -3.09764, 3.72321], [-5.85732, -3.43585, 5.72980], [-6.05849, -1.00312, 6.06483], [-5.20456, -0.32735, 4.64767], [-4.40653, -1.15540, 5.92227], [-6.63833, -2.45078, 4.20980], [-4.91324, -4.11530, 3.44765], [-3.65193, -3.12031, 4.19027], [-4.51343, -2.47469, 2.83728], [-5.13915, -4.06485, 5.62875], [-0.95515, -7.67373, -3.67152], [-1.17213, -6.84226, -2.37714], [-2.56208, -6.28152, -2.13913], [-0.93385, -7.66917, -1.25847], [-1.16530, -7.05021, -4.54052], [-1.69988, -8.46730, -3.73265], [0.02645, -8.14250, -3.74082], [-0.37856, -6.11566, -2.20278], [-2.53071, -5.29859, -1.66906], [-3.27686, -6.94814, -1.65663], [-2.98023, -6.11045, -3.13108], [0.01277, -7.79967, -1.35051], [5.47948, -4.31627, 6.77382], [5.01361, -5.24319, 5.70708], [4.81442, -4.62276, 4.34709], [5.98486, -6.27244, 5.54494], [6.29111, -3.68069, 6.41970], [5.93359, -4.89502, 7.57814], [4.67019, -3.69724, 7.16105], [4.09655, -5.76518, 5.98026], [3.88910, -4.07486, 4.52513], [4.57256, -5.30130, 3.52906], [5.63857, -4.00767, 3.98579], [6.76192, -5.83809, 5.18561], [-1.94644, 4.22847, 5.02458], [-0.67994, 4.71049, 4.28760], [0.21167, 5.55388, 5.24592], [0.18050, 3.59570, 3.98330], [-2.58939, 3.59075, 4.41791], [-2.50547, 5.16329, 5.06587], [-1.84423, 3.77169, 6.00896], [-0.83430, 5.37273, 3.43572], [1.14615, 5.84556, 4.76657], [0.47659, 5.08128, 6.19174], [-0.32045, 6.47082, 5.49923], [-0.07532, 3.12338, 3.18765], [-1.92152, 6.87601, -2.63111], [-1.81360, 7.04219, -4.15670], [-3.06996, 6.70936, -4.90534], [-1.56229, 8.39046, -4.41955], [-1.03286, 7.39071, -2.26576], [-1.91533, 5.83819, -2.29799], [-2.68850, 7.42513, -2.08492], [-0.96469, 6.45945, -4.51432], [-3.08204, 5.62238, -4.98562], [-3.17097, 7.07909, -5.92573], [-3.96094, 7.02117, -4.36035], [-2.39871, 8.83875, -4.27449]],
  "lowdin_charge": [-0.10, -0.28, -0.09, 0.07, 0.07, 0.06, 0.10, 0.10, 0.06, -0.08, -0.35, -0.09, 0.08, 0.07, 0.07, 0.11, 0.11, 0.08, -0.07, -0.52, -0.05, -0.06, 0.08, 0.09, 0.08, 0.13, 0.09, 0.08, 0.08, 0.08, -0.05, -0.48, -0.06, -0.06, 0.06, 0.07, 0.07, 0.13, 0.08, 0.08, 0.08, 0.08, -0.05, -0.45, -0.05, -0.06, 0.07, 0.07, 0.07, 0.12, 0.07, 0.07, 0.06, 0.07, -0.05, -0.48, -0.05, -0.06, 0.07, 0.07, 0.07, 0.13, 0.08, 0.07, 0.08, 0.09, -0.07, -0.51, -0.06, -0.06, 0.08, 0.08, 0.08, 0.13, 0.08, 0.08, 0.08, 0.07, -0.05, -0.50, -0.05, -0.07, 0.07, 0.08, 0.07, 0.13, 0.07, 0.09, 0.07, 0.08, -0.06, -0.52, -0.07, -0.06, 0.08, 0.09, 0.08, 0.14, 0.08, 0.08, 0.08, 0.08, -0.06, -0.45, -0.07, -0.08, 0.07, 0.07, 0.08, 0.13, 0.07, 0.08, 0.07, 0.08, -0.06, -0.51, -0.07, -0.05, 0.07, 0.08, 0.08, 0.14, 0.08, 0.08, 0.08, 0.09],
  "gap_ev": 10.13,
  "smiles": "CC(C)O.CC(C)O.CC(C)O.CC(C)O.CC(C)O.CC(C)O.CC(C)O.CC(C)O.CC(C)O.CCO.CCO",
  "e_above_lowest_kcal_mol": 110.3,
  "spin_multiplicity": 1,
  "e_tot_ha": -2058.9592
}